A 2-piece molecular cluster, C2HIN2O2 overall in a non-equilibrium geometry, computed with ωB97M-V/def2-TZVPD.

Values from the calculation:
energy above the lowest of the compared OMol25 structures with the same formula, charge and spin: 132.0 kcal per mole
LUMO level (spin up / spin down): -3.600 / -3.611 eV
frontier orbital gap (spin up / spin down): 7.3 / 7.3 eV
E: -17257.80388 eV
max |F|: 0.118 hartree/bohr
charge: 0

Structure (XYZ):
```
8
Properties=species:S:1:pos:R:3:forces:R:3:nbo_charge:R:1
C 0.162 -2.088 -0.956 -0.42 5.05 0.59 0.14
C -0.260 0.320 -0.567 5.63 -1.66 -1.50 -0.10
N 0.210 -3.221 -1.035 0.17 -2.44 -0.22 -0.45
N -1.562 -0.004 -0.431 -3.64 -0.40 -0.89 0.38
O -1.857 -0.159 0.717 -1.21 -0.37 2.04 -0.31
O -2.296 -0.063 -1.392 -0.15 0.00 -0.14 -0.33
I 0.334 1.430 -2.252 -0.25 -0.68 1.32 0.41
H 0.271 0.224 0.408 -0.13 0.51 -1.20 0.27
```
Forces are in eV/Å.

=====

A 3-piece molecular cluster, CH6O3 overall in a non-equilibrium geometry, computed with ωB97M-V/def2-TZVPD.

Values from the calculation:
energy above the lowest of the compared OMol25 structures with the same formula, charge and spin: 9.3 kcal per mole
LUMO level: 0.741 eV
frontier orbital gap: 11.0 eV
E: -7275.57463 eV
max |F|: 0.023 hartree/bohr
SMILES: C=O.O.O
charge: 0

Structure (XYZ):
```
10
Properties=species:S:1:pos:R:3:forces:R:3:nbo_charge:R:1
C 0.021 1.317 -1.976 -0.22 -0.59 0.98 0.26
O 0.734 0.832 -1.142 0.75 0.11 0.09 -0.50
H 0.361 2.143 -2.614 -0.21 0.00 -0.25 0.12
H -0.996 0.900 -1.990 -0.33 0.47 -0.79 0.12
O -2.977 2.443 2.966 -0.20 -0.44 -0.29 -0.95
H -2.512 3.126 3.456 0.30 -0.31 -0.02 0.47
H -2.405 1.666 2.840 -0.10 0.75 0.30 0.48
O 2.497 -4.181 -0.913 -0.51 0.87 0.33 -0.93
H 2.239 -3.509 -0.259 -0.13 -0.03 -0.56 0.47
H 3.037 -4.737 -0.368 0.63 -0.83 0.22 0.46
```
Forces are in eV/Å.

=====

C9H11N2P in the gas phase in a non-equilibrium geometry, computed with ωB97M-V/def2-TZVPD.

Values from the calculation:
energy above the lowest of the compared OMol25 structures with the same formula, charge and spin: 140.8 kcal per mole
LUMO level (spin up / spin down): 0.216 / -0.160 eV
frontier orbital gap (spin up / spin down): 7.4 / 6.7 eV
E: -21773.38369 eV
max |F|: 0.129 hartree/bohr
charge: 0

Structure (XYZ):
```
23
Properties=species:S:1:pos:R:3:forces:R:3:nbo_charge:R:1
C 2.159 -1.365 3.087 -1.82 -1.12 0.97 -0.17
C 2.462 -0.233 2.399 -0.21 -3.03 1.85 -0.25
C 0.810 -1.925 2.969 2.41 2.58 -1.42 -0.29
C -0.012 -1.373 2.090 -0.73 -0.55 -0.01 0.04
C 1.648 0.256 1.362 0.19 1.16 -1.70 -0.24
C -0.642 0.732 -0.605 2.74 0.53 2.29 0.36
C -0.515 1.609 -2.837 -0.30 5.44 3.36 -0.55
C -2.182 0.056 -2.391 -6.45 1.04 1.17 -0.59
C -1.502 1.200 -1.638 3.07 -2.61 -4.66 -0.36
N -0.530 -0.139 0.243 -1.11 -0.61 0.09 -0.29
N 0.385 -0.335 1.260 -0.58 -0.12 -0.29 -0.23
P 2.495 1.333 0.298 -1.54 -0.18 -0.08 0.18
H 2.758 -1.926 3.833 0.26 1.05 -0.69 0.22
H 3.433 0.066 2.625 1.42 1.37 -0.37 0.23
H 0.444 -2.723 3.471 -0.64 -2.30 1.83 0.21
H -1.009 -1.841 2.067 0.37 1.06 -0.86 0.23
H 0.263 0.965 -2.941 2.18 -2.07 -0.15 0.21
H -0.052 2.683 -2.604 -0.67 -2.24 -0.37 0.20
H -1.008 1.743 -3.736 -1.26 0.05 -1.69 0.20
H -2.598 0.288 -3.432 0.78 0.10 1.52 0.22
H -3.160 -0.276 -1.783 1.88 0.54 -1.22 0.20
H -1.654 -0.815 -2.460 1.98 -2.00 -0.08 0.22
H -1.993 2.019 -1.276 -1.95 1.91 0.51 0.24
```
Forces are in eV/Å.

=====

C35H33As2O3Pt as an isolated structure in a non-equilibrium geometry, computed with ωB97M-V/def2-TZVPD.

Values from the calculation:
energy above the lowest of the compared OMol25 structures with the same formula, charge and spin: 181.1 kcal per mole
LUMO level (spin up / spin down): -5.257 / -5.440 eV
frontier orbital gap (spin up / spin down): 4.3 / 3.9 eV
E: -167884.77822 eV
max |F|: 0.052 hartree/bohr
charge: +1

Structure (XYZ):
```
74
Properties=species:S:1:pos:R:3:forces:R:3:lowdin_charge:R:1
Pt 0.791 -1.958 -0.150 0.47 -1.00 0.13 0.98
C -4.215 -0.227 -4.935 -0.24 -0.01 0.04 -0.06
O -2.880 -0.329 -5.390 0.12 0.02 -0.31 -0.06
C -1.904 -0.587 -4.512 0.43 -0.05 0.48 -0.29
C -0.585 -0.458 -5.007 -0.19 -0.03 -0.25 -0.01
C 0.488 -0.576 -4.172 -0.11 0.03 0.24 -0.02
C 0.299 -0.838 -2.801 -0.61 0.00 0.00 -0.17
C 1.304 -0.640 -1.791 0.58 -1.44 -1.07 -0.47
C 2.771 -0.714 -2.150 0.00 0.12 0.25 0.02
O 1.028 0.057 -0.691 -0.73 2.15 1.09 -0.37
C -1.020 -1.153 -2.338 0.24 -0.08 -0.31 -0.45
O -1.208 -1.621 -1.150 -0.42 0.24 0.15 -0.22
C -2.108 -0.940 -3.191 -0.40 0.12 -0.40 0.04
H -4.815 -0.060 -5.828 0.01 0.01 0.10 0.10
H -4.332 0.621 -4.251 0.03 -0.10 -0.02 0.10
H -4.554 -1.142 -4.443 0.06 0.01 -0.03 0.09
H -0.462 -0.194 -6.042 0.06 0.02 -0.20 0.12
H 1.475 -0.376 -4.562 0.08 0.02 -0.03 0.12
H 3.292 -1.450 -1.535 -0.12 0.11 0.00 0.08
H 3.240 0.254 -1.975 0.03 0.06 -0.06 0.09
H 2.898 -1.004 -3.188 -0.02 0.00 -0.02 0.08
H -3.088 -1.099 -2.772 -0.15 -0.05 -0.04 0.12
C -0.742 -0.296 1.770 -0.64 -1.98 1.65 -0.08
C -1.743 -1.335 1.834 -0.19 1.39 -0.60 -0.37
As -1.246 -2.947 3.078 0.84 0.41 -0.17 1.41
C 0.466 -3.279 2.157 -0.31 0.17 0.15 -0.45
C 0.398 -3.808 0.833 -0.46 -0.49 -0.20 -0.29
C 1.592 -3.991 0.082 0.24 -0.33 0.09 -0.20
C 2.822 -3.597 0.648 -0.31 0.05 0.07 -0.09
C 2.881 -3.172 1.965 -0.01 -0.17 0.54 -0.10
C 1.713 -3.039 2.716 0.56 -0.18 0.18 -0.12
C -0.736 -1.984 4.711 -0.13 -0.15 -0.12 -0.42
C 0.174 -0.936 4.789 0.05 0.08 -0.17 -0.13
C 0.366 -0.251 5.976 0.12 0.09 -0.06 -0.07
C -0.344 -0.605 7.111 -0.12 -0.05 0.02 -0.06
C -1.246 -1.654 7.054 0.05 0.05 0.13 -0.07
C -1.441 -2.334 5.865 -0.11 -0.32 -0.41 -0.13
As -0.674 1.114 -0.531 1.43 0.39 -0.67 1.54
C -0.061 2.074 -2.161 -0.66 0.02 -0.06 -0.34
C -0.902 2.286 -3.241 -0.33 -0.09 0.29 -0.10
C -0.407 2.860 -4.401 0.05 0.11 -0.09 -0.07
C 0.927 3.219 -4.480 -0.13 0.03 -0.14 -0.06
C 1.756 3.062 -3.381 0.04 -0.09 0.00 -0.06
C 1.259 2.499 -2.223 0.22 0.00 0.48 -0.10
C -0.042 2.572 0.596 0.14 -0.09 0.06 -0.41
C -0.805 3.728 0.457 -0.17 -0.29 -0.24 -0.11
C -0.552 4.831 1.249 -0.06 0.02 0.05 -0.06
C 0.471 4.784 2.183 0.01 0.07 0.03 -0.07
C 1.249 3.646 2.307 0.02 0.06 0.08 -0.07
C 0.989 2.537 1.520 0.07 -0.33 -0.01 -0.12
H 0.296 -0.604 1.608 -0.12 0.34 -0.42 0.03
H -0.860 0.572 2.405 -0.20 0.44 -0.34 0.08
H -1.861 -1.872 0.889 0.14 -0.19 0.01 0.05
H -2.711 -0.970 2.178 0.06 -0.08 0.03 0.08
H -0.538 -4.256 0.494 0.25 0.12 -0.06 0.12
H 1.579 -4.550 -0.849 -0.08 0.16 0.10 0.12
H 3.731 -3.715 0.079 0.07 0.01 -0.12 0.11
H 3.837 -2.943 2.405 0.09 -0.02 0.11 0.11
H 1.786 -2.774 3.763 0.03 0.14 -0.01 0.10
H 0.735 -0.633 3.915 0.09 0.01 -0.07 0.09
H 1.068 0.569 6.011 0.06 0.06 0.00 0.11
H -0.209 -0.055 8.029 0.05 0.01 0.08 0.11
H -1.802 -1.938 7.934 -0.06 -0.04 0.06 0.11
H -2.154 -3.150 5.818 -0.02 0.04 0.08 0.09
H -1.943 1.992 -3.174 0.04 -0.04 -0.13 0.11
H -1.059 3.008 -5.248 -0.06 0.00 -0.06 0.12
H 1.323 3.628 -5.396 0.01 0.11 -0.10 0.11
H 2.789 3.376 -3.426 0.07 0.02 0.01 0.11
H 1.899 2.392 -1.356 0.04 0.01 -0.04 0.11
H -1.599 3.746 -0.287 0.02 0.19 0.07 0.11
H -1.150 5.724 1.142 -0.05 0.06 -0.02 0.11
H 0.656 5.638 2.815 0.07 0.10 0.04 0.11
H 2.056 3.621 3.024 0.09 -0.01 0.07 0.11
H 1.591 1.642 1.618 0.10 0.00 0.03 0.10
```
Forces are in eV/Å.